Record 1
{"formula": "C3H12O2S2", "method": "wB97M-V/def2-TZVPD", "smiles": "CCSSC.O.O", "energy_ev": -29070.120, "homo_energy_ha": -0.2966, "relative_energy_kcal_mol": 35.7, "elements": ["C", "C", "S", "S", "C", "H", "H", "H", "H", "H", "H", "H", "H", "O", "H", "H", "O", "H", "H"], "coordinates": [[-2.155012, -1.393424, 0.402071], [-0.805835, -0.602356, 0.658869], [0.513027, -1.220215, -0.301831], [1.687462, 0.671013, -0.286937], [3.220189, 0.035681, -1.102051], [-1.922283, -2.456663, 0.784192], [-2.380095, -1.448883, -0.708073], [-3.050841, -0.921621, 1.019812], [-1.049566, 0.481713, 0.448976], [-0.498703, -0.595406, 1.683086], [3.532323, -0.860348, -0.481811], [2.901968, -0.067710, -2.138616], [4.142160, 0.712637, -1.050334], [-1.438129, 0.923185, -2.456056], [-1.573124, 0.691989, -3.373120], [-0.543330, 0.704169, -2.314053], [-0.516519, 1.655473, 2.935350], [-0.053250, 2.390149, 2.582321], [-0.010441, 1.300617, 3.698206]], "forces_ev_per_a": [[0.324, -0.664, 0.961], [-2.783, 1.751, -0.074], [1.793, 0.963, -1.067], [-0.122, -0.977, 0.077], [0.715, 0.105, 1.243], [-0.908, 1.411, -0.610], [0.150, 0.239, 1.429], [1.991, -1.033, -1.384], [0.571, -1.068, -0.165], [-0.174, -0.242, 0.718], [-0.491, 0.617, -1.414], [0.656, -0.757, 0.086], [-1.740, -0.377, 0.071], [-1.560, 0.435, -0.182], [-0.260, -0.037, -0.337], [1.826, -0.412, 0.598], [-0.505, -1.537, 1.248], [0.871, 0.976, -0.316], [-0.353, 0.608, -0.882]], "mulliken_charge": [-1.003, -0.385, -0.153, -0.083, -0.784, 0.294, 0.280, 0.279, 0.239, 0.493, 0.258, 0.261, 0.304, -0.579, 0.300, 0.285, -0.617, 0.297, 0.315]}

=====

Record 2
{"formula": "C3H12O2Ta", "method": "wB97M-V/def2-TZVPD", "energy_ev": -8948.460, "total_charge": -1, "homo_energy_ha": -0.1618, "relative_energy_kcal_mol": 9.4, "elements": ["O", "C", "C", "C", "Ta", "O", "H", "H", "H", "H", "H", "H", "H", "H", "H", "H", "H", "H"], "coordinates": [[-0.905880, 0.025875, 3.285633], [-0.690222, -0.482904, 1.936297], [-0.635268, 0.737252, 0.990948], [-0.859581, 0.369156, -0.525371], [1.165276, 0.094910, -1.670581], [0.245315, -1.068233, -3.178956], [-0.113430, -0.206855, 3.760910], [0.216928, -1.108640, 1.898311], [-1.558257, -1.140050, 1.736802], [0.332999, 1.244042, 1.112142], [-1.471802, 1.396281, 1.295897], [-1.548350, -0.482800, -0.670310], [-1.309542, 1.271717, -0.996854], [1.457492, -1.369119, -0.540687], [2.847193, -0.221782, -2.438709], [0.876768, 1.601908, -2.733957], [1.976691, 1.252608, -0.441850], [-0.026329, -1.913365, -2.819666]], "forces_ev_per_a": [[0.238, -0.441, -0.309], [-0.480, 0.613, 0.013], [-0.887, -0.968, -0.587], [1.350, 0.317, 0.593], [-2.452, -1.188, -2.638], [1.160, 1.574, 1.711], [0.215, 0.079, 0.419], [-0.244, 0.320, -0.111], [0.351, 0.343, -0.255], [-0.475, -0.007, 0.133], [0.524, -0.135, 0.213], [0.152, 0.345, 0.177], [0.208, -0.547, -0.064], [0.260, 0.109, 0.211], [0.067, -0.033, 0.573], [0.299, 0.217, 0.197], [-0.152, -0.274, -0.332], [-0.136, -0.324, 0.057]], "mulliken_charge": [-0.544, -0.392, -0.130, -1.228, 0.897, -0.828, 0.313, 0.306, 0.209, 0.121, 0.274, 0.289, 0.338, -0.268, -0.132, -0.260, -0.240, 0.274]}

=====

Record 3
{"formula": "C3H12O3", "method": "wB97M-V/def2-TZVPD", "smiles": "CC(C)O.O.O", "energy_ev": -9447.705, "homo_energy_ha": -0.4013, "relative_energy_kcal_mol": 7.4, "elements": ["C", "C", "C", "O", "H", "H", "H", "H", "H", "H", "H", "H", "O", "H", "H", "O", "H", "H"], "coordinates": [[-0.379430, -0.782713, -0.546928], [-0.010189, 0.533038, 0.112009], [-0.381799, 0.523208, 1.574856], [-0.790626, 1.597341, -0.451141], [-0.246902, -0.661477, -1.627592], [-1.410131, -1.034803, -0.253686], [0.142030, -1.687219, -0.226021], [1.051297, 0.750492, 0.027759], [-0.069514, -0.291945, 2.189136], [-1.475341, 0.495041, 1.684112], [-0.161871, 1.414342, 2.139986], [-0.298337, 1.990175, -1.183468], [4.103453, -1.808910, 1.629262], [3.582577, -2.627725, 1.687282], [3.728505, -1.537379, 0.777974], [-2.774266, 0.830656, -2.593302], [-2.242742, 1.335164, -3.214354], [-2.366708, 0.962718, -1.725890]], "forces_ev_per_a": [[-0.385, -0.223, -0.142], [-0.118, -0.360, 1.102], [-1.522, 0.441, 0.715], [0.278, 0.093, -0.441], [-0.380, -0.337, 0.114], [0.001, 0.376, -0.627], [0.635, 0.404, 0.132], [0.210, 0.088, -0.279], [0.755, -0.853, -0.039], [-0.007, -0.146, -0.462], [0.646, 0.569, -0.204], [-0.095, -0.079, 0.148], [-0.991, -0.655, -0.779], [0.479, 0.004, 0.712], [0.503, 0.650, 0.062], [-0.128, -0.124, 0.008], [0.006, 0.031, 0.065], [0.111, 0.121, -0.087]], "mulliken_charge": [-1.218, 0.653, -1.569, -0.588, 0.303, 0.320, 0.379, 0.281, 0.399, 0.350, 0.354, 0.322, -0.631, 0.317, 0.313, -0.651, 0.296, 0.367]}

=====

Record 4
{"formula": "C3H12O4", "method": "wB97M-V/def2-TZVPD", "smiles": "C=C(C)O.O.O.O", "energy_ev": -11494.565, "homo_energy_ha": -0.3386, "relative_energy_kcal_mol": 27.6, "elements": ["C", "C", "C", "O", "H", "H", "H", "H", "H", "H", "O", "H", "H", "O", "H", "H", "O", "H", "H"], "coordinates": [[-1.956423, 0.624543, -1.052460], [-1.708918, -0.432701, -0.300904], [-2.282065, -0.700927, 1.096365], [-0.770240, -1.336267, -0.723536], [-2.828816, 1.249970, -0.936782], [-1.405296, 0.797307, -1.969963], [-2.509732, -1.765292, 1.096238], [-3.162861, -0.076921, 1.186510], [-1.506054, -0.453356, 1.810867], [-0.800372, -2.178050, -0.267607], [1.183690, 2.007572, 0.199531], [0.995500, 1.348170, -0.474019], [0.769860, 1.701848, 0.995394], [3.769238, -5.744593, -0.400685], [3.789403, -6.386403, -1.148083], [2.986756, -5.193661, -0.526865], [1.910941, 5.879694, 0.502658], [1.650726, 5.416504, -0.312707], [1.874661, 5.242563, 1.226047]], "forces_ev_per_a": [[-0.322, 0.214, -0.865], [-0.071, -0.368, 1.043], [0.353, 0.046, -2.187], [0.581, 0.295, -0.389], [0.234, 0.208, 0.645], [-0.026, -0.271, -0.024], [-0.306, -0.032, 0.597], [-0.130, -0.113, 0.473], [-0.084, -0.051, 0.349], [-0.208, 0.080, 0.372], [0.502, 0.450, -0.575], [-0.133, -0.082, 0.069], [-0.393, -0.329, 0.504], [0.015, -0.630, -0.703], [-0.169, 0.848, 0.835], [0.158, -0.219, -0.136], [-0.090, 0.002, -0.326], [0.147, 0.027, 0.705], [-0.058, -0.076, -0.387]], "mulliken_charge": [-0.862, 0.667, -1.064, -0.492, 0.252, 0.279, 0.354, 0.324, 0.246, 0.303, -0.629, 0.317, 0.306, -0.644, 0.328, 0.316, -0.644, 0.325, 0.318]}

=====

Record 5
{"formula": "C3H12O5", "method": "wB97M-V/def2-TZVPD", "smiles": "O=CCCO.O.O.O", "energy_ev": -13541.387, "homo_energy_ha": -0.3756, "relative_energy_kcal_mol": 56.9, "elements": ["O", "C", "C", "C", "O", "H", "H", "H", "H", "H", "H", "O", "H", "H", "O", "H", "H", "O", "H", "H"], "coordinates": [[-1.611286, 0.625715, -0.259294], [-1.004771, 0.359959, 0.756202], [-0.410925, -0.931978, 1.194387], [-0.067030, -0.822652, 2.686323], [1.038109, 0.099338, 2.796021], [-1.086466, 1.185426, 1.491248], [-1.182323, -1.734426, 1.123089], [0.402636, -1.306580, 0.642104], [-0.881074, -0.310528, 3.244161], [0.448640, -1.762008, 2.933674], [1.177553, 0.797880, 2.147881], [0.226428, 2.317261, -1.336022], [-0.584998, 2.816318, -1.405572], [0.104010, 1.364507, -1.397891], [1.787334, -1.485224, -1.773338], [1.524991, -0.774523, -1.175209], [0.974440, -2.012587, -1.711455], [-0.373264, -0.138680, -2.771848], [0.236404, -0.662355, -3.315311], [-1.230563, -0.484167, -3.060794]], "forces_ev_per_a": [[0.416, -1.186, 0.051], [-1.867, 1.464, -0.564], [-2.085, -0.802, 1.602], [1.855, 1.804, -1.938], [0.936, -0.051, 0.958], [0.723, -0.308, 0.510], [0.149, 0.595, -0.325], [1.241, -0.100, -0.744], [0.178, -1.469, 0.091], [-1.230, 0.135, 0.947], [-0.724, -0.288, -0.234], [1.511, 0.534, 0.294], [-0.421, -0.619, -0.046], [-0.851, 0.434, -0.486], [-0.567, -0.326, 0.502], [0.449, 0.327, -0.209], [0.390, -0.166, -0.298], [-0.286, -0.782, -0.727], [0.216, 0.410, 0.271], [-0.033, 0.396, 0.345]], "mulliken_charge": [-0.435, -0.010, -0.207, -0.425, -0.526, 0.341, 0.252, 0.091, 0.309, 0.311, 0.309, -0.614, 0.317, 0.218, -0.646, 0.310, 0.346, -0.541, 0.324, 0.277]}

=====

Record 6
{"formula": "C3H12P2Si", "method": "wB97M-V/def2-TZVPD", "energy_ev": -29758.953, "homo_energy_ha": -0.3116, "relative_energy_kcal_mol": 29.8, "elements": ["C", "C", "C", "Si", "P", "P", "H", "H", "H", "H", "H", "H", "H", "H", "H", "H", "H", "H"], "coordinates": [[1.542821, 0.739278, -1.789089], [0.517044, 2.226401, 0.746933], [0.942951, -1.055233, 0.440301], [0.454711, 0.612833, -0.240519], [-2.357992, -0.699178, 0.834062], [-1.809268, 0.597114, -0.616035], [0.945124, 1.069483, -2.673472], [2.467419, 1.470102, -1.827074], [1.849406, -0.281671, -2.078296], [1.327358, 2.897052, 0.329290], [-0.469746, 2.695758, 0.794244], [0.753335, 2.208740, 1.809936], [2.138341, -0.831010, 0.657753], [0.431894, -1.610493, 1.292425], [0.989181, -1.746584, -0.377292], [-3.747854, -0.260135, 0.826598], [-2.680037, 0.230507, -3.123259], [-2.633585, -0.284053, -3.676996]], "forces_ev_per_a": [[0.758, 1.177, -1.301], [1.050, 0.576, 0.239], [2.733, 0.315, 1.916], [-0.348, -0.157, -0.111], [-0.412, 0.597, -0.081], [-0.058, 0.153, 0.155], [0.182, -0.074, 0.650], [-1.731, -1.574, 0.535], [0.215, 0.436, 0.242], [-1.196, -0.472, 0.141], [0.167, 0.248, -0.640], [0.247, -0.694, 0.162], [-2.828, -0.885, -0.045], [0.817, 1.186, -0.887], [-0.105, -0.357, -0.658], [0.550, -0.430, -0.139], [0.004, -0.373, -0.461], [-0.044, 0.327, 0.282]], "mulliken_charge": [-1.022, -1.177, -1.050, 0.567, -0.089, -0.107, 0.333, 0.281, 0.265, 0.306, 0.353, 0.374, 0.229, 0.351, 0.363, 0.043, -0.226, 0.207]}

=====

no.,frontier orbital gap (eV)
1,8.267
2,7.887
3,11.330
4,9.454
5,10.642
6,7.769